Formula: C3H7O2P
Source: the OMol25 dataset
Level of theory: the ωB97M-V functional and the def2-TZVPD basis

Properties
total charge: 0
LUMO level (alpha / beta): 0.081 / 0.080 eV
M: 106.1 g/mol
frontier orbital gap (alpha / beta): 7.4051 / 7.4055 eV
electronic energy: -16603.0598 eV

Cartesian coordinates (Å):
O 3.1943 -0.8363 0.3780
C 2.4991 -0.0975 -0.5618
P 0.7567 0.4466 -0.1660
C -1.2078 0.5042 0.2959
C -1.9947 -0.4243 -0.2256
O -3.3125 -0.6032 -0.0330
H 2.7797 -0.6728 1.2354
H 2.4423 -0.3517 -1.6201
H 0.8079 1.2713 -1.2941
H 1.0513 1.4759 0.9234
H -1.6061 1.1295 1.1143
H -1.7139 -1.2197 -0.8822
H -3.6963 -0.6220 0.8357